Below is a structure of composition C33H38ClN5O7RuSSe at a distorted geometry, with properties calculated with wB97M-V/def2-TZVPD.

```
87
Properties=species:S:1:pos:R:3
Ru -1.803 -1.427 1.005
Cl -1.326 -4.979 1.641
C -1.932 -4.408 0.111
C -1.405 -4.939 -1.052
C -1.935 -4.563 -2.274
C -3.001 -3.670 -2.331
C -3.521 -3.141 -1.177
C -3.000 -3.477 0.094
C -3.562 -2.943 1.289
H -0.601 -5.662 -1.000
H -1.521 -4.978 -3.184
H -3.410 -3.380 -3.290
H -4.339 -2.432 -1.213
H -3.351 -3.428 2.231
H -4.517 -2.442 1.206
C -2.434 -1.256 5.611
C -2.955 -1.056 4.219
C -4.439 -1.108 4.030
O -2.191 -0.807 3.300
H -2.915 -0.550 6.292
H -1.356 -1.125 5.642
H -2.689 -2.261 5.955
H -4.900 -1.876 4.650
H -4.693 -1.252 2.986
H -4.846 -0.140 4.342
O -0.049 -0.369 -0.676
C -0.934 -0.587 -1.522
O -2.135 -0.846 -1.170
C -0.615 -0.579 -2.985
C 0.710 -0.579 -3.405
C 1.013 -0.674 -4.756
C -0.007 -0.770 -5.693
C -1.335 -0.750 -5.280
C -1.638 -0.659 -3.929
H 1.495 -0.518 -2.661
H 2.049 -0.685 -5.076
H 0.230 -0.870 -6.746
H -2.134 -0.825 -6.008
H -2.668 -0.654 -3.592
C 6.504 3.627 -0.595
C 5.353 2.684 -0.937
S 4.691 2.009 0.581
O 3.787 2.968 1.171
O 5.771 1.502 1.388
C 3.705 0.600 0.066
C 3.550 -0.282 1.308
N 2.392 -1.175 1.226
C 1.247 -1.031 1.914
N 0.356 -1.972 1.574
C 0.957 -2.723 0.605
C 2.203 -2.260 0.385
N 3.144 -2.801 -0.547
O 2.734 -3.684 -1.274
O 4.295 -2.391 -0.524
C 1.033 -0.004 2.966
H 6.957 4.013 -1.506
H 7.264 3.098 -0.021
H 6.150 4.468 0.003
H 5.683 1.832 -1.535
H 4.520 3.191 -1.425
H 4.239 0.087 -0.729
H 2.742 0.977 -0.285
H 3.406 0.355 2.178
H 4.447 -0.868 1.465
H 0.493 -3.569 0.135
H 1.662 -0.214 3.833
H -0.007 -0.055 3.274
H 1.270 0.997 2.602
C -2.682 2.344 -1.903
N -2.064 2.601 -0.611
C -2.300 1.945 0.528
Se -3.593 0.653 0.867
N -1.528 2.493 1.482
C -0.774 3.536 0.958
C 0.118 4.431 1.528
C 0.661 5.386 0.690
C 0.327 5.442 -0.669
C -0.569 4.554 -1.232
C -1.117 3.600 -0.387
H -3.336 1.483 -1.812
H -1.911 2.128 -2.640
H -3.255 3.215 -2.216
H -1.547 2.179 2.437
H 0.375 4.390 2.579
H 1.367 6.100 1.093
H 0.786 6.200 -1.292
H -0.844 4.609 -2.279
```

Properties
- lowest unoccupied orbital energy (spin up / spin down) (eV) = -3.825 / -3.264
- relative energy (zero: lowest compared OMol25 entry of this formula, charge and spin) (eV) = 2.729
- frontier orbital gap (spin up / spin down) (eV) = 6.81 / 7.33
- charge = +1
- 2S+1 = 2
- E_HOMO (spin up / spin down) (hartree) = -0.39071 / -0.38944
- energy (eV) = -147898.1775